1.
ORCA calculation (ωB97M-V/def2-TZVPD) on a cluster of 2 separate species, C8H12N2O3 in total in a non-equilibrium geometry.

XYZ file:
```
25
Properties=species:S:1:pos:R:3
C 1.1356 -2.2210 -0.7518
C -0.0317 -2.8488 -0.4050
C 1.4147 -0.9428 -0.3063
C -0.9744 -2.1529 0.3789
C -3.1185 -0.0010 -1.5819
C 0.3613 -0.3017 0.3763
C 1.6315 1.7499 0.2442
C -0.3139 1.4331 1.8026
N -0.7849 -0.8834 0.7206
N 0.3795 1.0432 0.6200
O -3.0138 0.1348 -0.3359
O -4.0137 0.4176 -2.2361
O -1.9984 -0.6419 -2.0990
H 1.8568 -2.7752 -1.4716
H -0.3445 -3.7868 -0.8017
H 2.3389 -0.3892 -0.4905
H -1.8246 -2.5825 0.7518
H 2.0663 1.4173 -0.7585
H 1.2078 2.7777 0.1250
H 2.4345 1.5428 0.9920
H 0.2225 2.2433 2.3944
H -1.1935 1.8774 1.4307
H -0.5278 0.6724 2.6011
H -2.1869 -0.3378 -0.0741
H -2.1099 -0.7341 -3.0784
```

## Properties
Lowest unoccupied orbital energy   0.022 hartree
Total charge   0
Frontier orbital gap   8.99 eV
ΔE to the lowest compared entry with this formula, charge and spin   6.6 kcal per mole
Structure (SMILES)   CN(C)c1ccccn1.O=C(O)O

---

2.
ORCA calculation (ωB97M-V/def2-TZVPD) on a cluster of 2 separate species, ClH2NO4S2 in total in a non-equilibrium geometry.

XYZ file:
```
10
Properties=species:S:1:pos:R:3
N 0.1704 0.3725 0.2278
O 1.6837 0.4255 -1.7642
O -0.0274 2.1730 -1.5509
O 1.0411 -2.1619 -0.4586
O 3.3596 -2.1069 -0.6929
S 0.8875 1.2743 -0.9229
S 2.1208 -2.1313 -1.3980
Cl 2.3174 2.2854 0.1849
H -0.3253 0.9022 0.8638
H -0.0917 -0.5508 -0.0662
```

## Properties
Lowest unoccupied orbital energy   -0.035 hartree
Total charge   0
Frontier orbital gap   10.45 eV
ΔE to the lowest compared entry with this formula, charge and spin   0.0 kcal per mole

---

3.
ORCA calculation (ωB97M-V/def2-TZVPD) on an isolated molecule of C16H17N3O4S in a non-equilibrium geometry.

XYZ file:
```
41
Properties=species:S:1:pos:R:3
C -0.1166 -0.5387 2.6674
C -0.3587 -1.6136 1.6285
O 0.5197 -2.2978 1.1540
N -1.6696 -1.7762 1.3164
H -2.3460 -1.1384 1.7031
C -2.1165 -2.6855 0.2929
H -1.2713 -3.3449 0.0833
C -2.5287 -1.9727 -1.0100
C -3.8054 -1.1999 -0.8219
O -4.9066 -1.6965 -0.8633
N -3.7146 0.1594 -0.5682
C -2.6259 0.9681 -0.4062
N -1.3954 0.6214 -0.4534
C -0.5396 1.6507 -0.1798
C -1.1627 2.8395 0.0694
S -2.8780 2.6802 -0.0297
H -0.7305 3.7929 0.2899
C 0.8873 1.3647 -0.1296
C 1.3651 0.2210 -0.7599
C 2.7020 -0.1277 -0.6783
C 3.5867 0.6865 0.0396
C 3.1054 1.8266 0.6736
C 1.7716 2.1651 0.5937
H 1.4132 3.0429 1.1080
H 3.8032 2.4317 1.2302
O 4.9210 0.4013 0.1451
C 5.3620 -0.6006 -0.7464
C 4.3499 -1.7442 -0.8074
H 4.6799 -2.5277 -1.4907
O 3.1189 -1.2694 -1.3035
H 4.2081 -2.1638 0.1973
H 6.3289 -0.9419 -0.3733
H 5.4851 -0.1740 -1.7516
H 0.6991 -0.4235 -1.3073
H -4.6170 0.6139 -0.4773
H -1.7223 -1.3184 -1.3314
H -2.7225 -2.7388 -1.7617
H -2.9587 -3.2764 0.6663
H -0.5782 0.3968 2.3625
H -0.5400 -0.8479 3.6210
H 0.9522 -0.3870 2.7832
```

## Properties
Lowest unoccupied orbital energy   0.016 hartree
Total charge   0
Frontier orbital gap   8.34 eV
ΔE to the lowest compared entry with this formula, charge and spin   39.2 kcal per mole
Structure (SMILES)   CC(=O)NCCC(=O)Nc1nc(-c2ccc3c(c2)OCCO3)cs1

---

4.
ORCA calculation (ωB97M-V/def2-TZVPD) on a cluster of 2 separate species, FH3NOPS in total in a non-equilibrium geometry.

XYZ file:
```
8
Properties=species:S:1:pos:R:3
N -0.2535 1.1437 -1.6466
O 1.2132 -0.2785 0.8698
F -0.8488 0.3816 2.2365
P -0.3399 -0.7024 1.0338
S -0.5831 -2.4992 1.8683
H 0.4369 0.7007 -2.2086
H -1.0705 1.4666 -2.0843
H 1.4457 -0.2125 -0.0688
```

## Properties
Lowest unoccupied orbital energy (spin up / spin down)   -0.145 / -0.145 hartree
Total charge   0
Frontier orbital gap (spin up / spin down)   4.87 / 4.87 eV
ΔE to the lowest compared entry with this formula, charge and spin   142.6 kcal per mole

---

5.
ORCA calculation (ωB97M-V/def2-TZVPD) on a structure of composition C2H5BrClN in a non-equilibrium geometry.

XYZ file:
```
10
Properties=species:S:1:pos:R:3
C -0.3180 -0.2641 0.5903
C 2.7639 -0.6012 -0.0742
N -0.2092 -0.2933 -0.8355
Cl 3.5984 -1.8294 0.6444
Br 3.8256 0.9853 -0.1507
H 0.7790 -0.3463 0.9281
H -0.7228 0.6629 0.6744
H -0.8702 -1.1631 0.9872
H 0.4814 0.3075 -1.2045
H 0.0207 -1.2627 -1.2715
```

## Properties
Lowest unoccupied orbital energy   -0.048 hartree
Total charge   0
Frontier orbital gap   7.30 eV
ΔE to the lowest compared entry with this formula, charge and spin   101.9 kcal per mole

---

6.
ORCA calculation (ωB97M-V/def2-TZVPD) on a cluster of 4 separate species, C19H37F5O14S3 in total in a non-equilibrium geometry.

XYZ file:
```
78
Properties=species:S:1:pos:R:3
C 1.5165 -0.5161 4.2504
C 0.3574 -1.2694 3.3094
O -0.1924 -0.3305 2.2855
C -1.6247 -0.0726 2.5220
C -1.8929 0.9760 3.7973
O -2.2355 2.2671 3.1833
C -2.3833 3.3446 4.1677
C -1.0539 3.7072 5.0402
C 0.3535 4.1310 4.3406
F 1.4389 3.2343 4.8873
F 0.8061 5.5279 4.6889
C 0.4329 4.0045 2.7153
F -0.6139 4.7733 1.9732
F 1.7375 4.6568 2.3166
F 0.5704 2.5846 2.2172
C -0.9501 2.8477 6.4717
O -1.1420 3.7079 7.6677
C -1.1537 5.0824 7.1411
O -0.8796 6.1535 7.8899
O -1.4680 5.0018 5.6783
H 1.9916 0.4179 3.7285
H 2.3506 -1.2733 4.5689
H 0.9945 -0.1411 5.2558
H 0.8689 -2.2204 2.8284
H -0.4748 -1.6156 4.0922
H -2.1513 -1.1072 2.7914
H -2.0795 0.3226 1.5158
H -2.8209 0.5638 4.3813
H -0.8888 0.9734 4.4074
H -2.8271 4.3562 3.7186
H -3.2118 2.9771 4.9439
H -0.0906 2.0433 6.5613
H -1.9111 2.1457 6.5502
O 0.4938 -0.9269 -2.2465
S 1.8366 -1.3938 -1.9831
O 2.1821 -2.0941 -0.7625
O 2.8793 -0.1583 -2.1921
C 2.6862 1.0294 -1.4338
C 3.0791 0.8347 0.0193
C 2.3734 -2.3875 -3.3532
H 1.6517 1.3787 -1.5216
H 3.3258 1.8011 -1.8744
H 2.4210 0.1147 0.5138
H 3.0159 1.7771 0.5701
H 4.0991 0.4446 0.0942
H 2.1543 -1.8617 -4.2839
H 1.8228 -3.3303 -3.3155
H 3.4432 -2.5800 -3.2533
O 1.2112 2.2103 -4.2485
S 0.2909 1.8346 -5.2984
O 0.6765 1.8328 -6.6952
O -1.0828 2.6968 -5.1345
C -0.9976 4.1166 -5.1322
C -0.7230 4.6622 -6.5217
C -0.3875 0.2386 -4.9174
H -0.2414 4.4561 -4.4162
H -1.9639 4.4972 -4.7856
H 0.2638 4.3549 -6.8793
H -0.7532 5.7552 -6.5246
H -1.4589 4.2823 -7.2376
H -0.7175 0.2293 -3.8773
H 0.4011 -0.5021 -5.0682
H -1.2191 0.0364 -5.5950
O 0.4918 -5.9633 -3.8172
S -0.2809 -5.7205 -2.6195
O 0.3378 -5.6113 -1.3137
O -1.4904 -6.8102 -2.5375
C -1.1609 -8.1937 -2.5572
C -0.5557 -8.6428 -1.2396
C -1.2833 -4.2766 -2.8711
H -0.4949 -8.4193 -3.3970
H -2.0918 -8.7447 -2.7266
H 0.4097 -8.1602 -1.0631
H -0.3940 -9.7242 -1.2331
H -1.2091 -8.3740 -0.4035
H -1.7874 -4.3548 -3.8357
H -0.6217 -3.4073 -2.8620
H -2.0051 -4.2003 -2.0558
```

## Properties
Lowest unoccupied orbital energy   -0.003 hartree
Total charge   0
Frontier orbital gap   9.96 eV
Structure (SMILES)   CCOCCOC[C@]1(C(F)(F)C(F)(F)F)COC(=O)O1.CCOS(C)(=O)=O.CCOS(C)(=O)=O.CCOS(C)(=O)=O

---

7.
ORCA calculation (ωB97M-V/def2-TZVPD) on an isolated molecule of C18H25NO4.

XYZ file:
```
48
Properties=species:S:1:pos:R:3
C -6.1665 -0.9933 -0.1737
H -6.4470 -1.6586 -0.9871
H -6.6499 -1.3420 0.7364
H -6.5413 0.0020 -0.4008
C -4.6492 -0.9719 0.0052
C -4.1396 -2.3836 0.2870
H -3.0536 -2.4159 0.3275
H -4.4661 -3.0644 -0.4960
H -4.5308 -2.7433 1.2364
C -4.2825 0.0032 1.1303
H -4.7462 0.9701 0.9241
H -4.6883 -0.3679 2.0732
C -2.7792 0.2322 1.3124
N -2.1575 0.7767 0.1281
C -1.9422 2.0926 -0.0406
O -2.1748 2.9428 0.7903
C -1.3708 2.4511 -1.4201
O -0.7882 1.3706 -2.1135
C 0.4461 0.9333 -1.7120
C 1.1114 1.3556 -0.5773
C 2.3795 0.8504 -0.2746
C 2.9709 -0.1148 -1.0975
C 2.2848 -0.5403 -2.2368
C 1.0493 -0.0194 -2.5415
H 0.5194 -0.3377 -3.4255
H 2.7475 -1.2790 -2.8714
O 4.1766 -0.6718 -0.8572
C 4.7625 -0.4654 0.4357
C 6.2436 -0.8009 0.2706
H 6.3509 -1.8277 -0.0679
H 6.6946 -0.1460 -0.4705
H 6.7638 -0.6806 1.2161
C 4.5796 0.9874 0.8801
C 3.1136 1.3782 0.8851
O 2.6242 2.0874 1.7333
H 5.0081 1.1442 1.8698
H 5.0882 1.6530 0.1753
C 4.1035 -1.4174 1.4399
H 3.0461 -1.1849 1.5497
H 4.5817 -1.3255 2.4108
H 4.1998 -2.4435 1.0928
H 0.6974 2.0824 0.1047
H -2.2037 2.7827 -2.0488
H -0.6725 3.2880 -1.3080
H -1.9949 0.1606 -0.6537
H -2.2709 -0.6967 1.5811
H -2.6244 0.9641 2.1088
H -4.2031 -0.6162 -0.9306
```

## Properties
Lowest unoccupied orbital energy   0.008 hartree
Total charge   0
Frontier orbital gap   8.59 eV
ΔE to the lowest compared entry with this formula, charge and spin   23.3 kcal per mole
Structure (SMILES)   CC(C)CCNC(=O)COc1ccc2c(c1)C(=O)CC(C)(C)O2

---

Q: What is the total charge in the fourth record?
A: 0